# C32H38NNaO

C32H38NNaO as an isolated structure (ωB97M-V/def2-TZVPD, OMol25).

For the frontier orbital gap, the calculation gives 4.4008 eV. As for the charge: 0. The HOMO energy comes out at -0.2118 hartree. The calculation puts the energy relative to the best compared isomer or geometry (same formula, charge and spin) at 10.51 kJ/mol.

Last column: Löwdin charge in e.
Positions of all 73 atoms, in Å:
C  3.18  -5.03  -3.35  -0.06
N  2.42  -4.90  -2.12  -0.20
C  1.87  -6.14  -1.60  -0.06
C  2.22  -3.71  -1.51  -0.22
C  1.51  -3.63  -0.27  0.00
C  1.13  -2.40  0.24  -0.02
C  1.47  -1.17  -0.41  -0.21
C  0.97  0.10  0.00  0.01
C  -0.25  0.30  0.68  -0.19
C  -0.54  1.56  1.32  0.03
C  -1.64  1.76  2.11  -0.06
C  -1.94  3.10  2.82  -0.54
C  -3.32  3.63  2.39  -0.04
C  -0.88  4.15  2.47  -0.07
C  -1.93  2.89  4.33  -0.05
C  -2.58  0.64  2.31  -0.26
O  -3.60  0.77  3.03  0.01
C  -2.30  -0.64  1.63  -0.06
C  -3.17  -1.88  1.94  -0.55
C  -3.10  -2.18  3.45  -0.04
C  -2.68  -3.11  1.19  -0.07
C  -4.63  -1.63  1.56  -0.05
C  -1.27  -0.70  0.74  0.01
C  2.36  -1.27  -1.52  -0.06
C  2.67  -2.49  -2.09  -0.02
H  3.94  -4.24  -3.41  0.08
H  3.67  -6.01  -3.34  0.09
H  2.53  -4.97  -4.23  0.10
H  0.87  -5.98  -1.17  0.09
H  1.80  -6.84  -2.43  0.09
H  2.52  -6.57  -0.83  0.10
H  1.22  -4.55  0.24  0.10
H  0.56  -2.38  1.17  0.12
H  1.62  0.96  -0.14  0.11
H  0.17  2.37  1.15  0.11
H  -4.10  2.92  2.68  0.07
H  -3.52  4.59  2.88  0.09
H  -3.36  3.77  1.31  0.09
H  0.11  3.81  2.79  0.09
H  -0.87  4.36  1.40  0.08
H  -1.10  5.09  3.00  0.09
H  -0.95  2.49  4.64  0.09
H  -2.11  3.83  4.86  0.09
H  -2.70  2.17  4.62  0.08
H  -3.51  -1.33  4.01  0.08
H  -3.69  -3.08  3.68  0.09
H  -2.06  -2.35  3.74  0.09
H  -2.80  -2.99  0.11  0.09
H  -1.63  -3.33  1.42  0.07
H  -3.27  -3.99  1.50  0.09
H  -4.71  -1.45  0.48  0.09
H  -5.23  -2.51  1.82  0.09
H  -5.01  -0.75  2.10  0.08
H  -1.20  -1.55  0.05  0.11
H  2.61  -0.35  -2.07  0.06
H  3.22  -2.50  -3.03  0.10
C  1.10  4.60  -1.93  -0.09
Na  4.38  0.69  -1.75  0.71
C  0.16  3.58  -1.63  -0.12
C  0.67  2.34  -2.12  -0.12
C  1.89  2.61  -2.82  -0.24
C  2.19  4.02  -2.66  -0.23
C  3.36  4.56  -3.20  -0.05
C  4.25  3.72  -3.87  -0.15
C  3.99  2.35  -4.01  -0.19
C  2.76  1.82  -3.60  -0.14
H  1.04  5.64  -1.65  0.08
H  -0.79  3.74  -1.13  0.08
H  0.20  1.36  -2.04  0.08
H  3.54  5.64  -3.16  0.11
H  5.17  4.13  -4.29  0.09
H  4.70  1.72  -4.56  0.08
H  2.42  0.83  -3.92  0.10


# CH6B2Br3ClNO

CH6B2Br3ClNO as an isolated structure (ωB97M-V/def2-TZVPD, OMol25).

For the frontier orbital gap, the calculation gives 5.5665 eV. As for the charge: -1. The HOMO energy comes out at -0.1365 hartree.

Last column: Löwdin charge in e.
Positions of all 15 atoms, in Å:
N  -0.64  -0.30  0.96  0.12
B  -0.78  1.15  1.10  -0.67
O  0.47  1.81  1.29  0.02
B  -2.30  1.93  0.96  -0.81
Cl  -3.44  1.36  2.40  0.25
H  -1.57  -0.69  0.84  0.04
H  -0.10  -0.53  0.14  -0.02
H  0.82  2.02  0.42  0.06
H  -2.19  3.15  0.94  -0.02
H  -2.81  1.52  -0.08  -0.02
C  2.51  -2.30  -1.92  -1.65
Br  2.18  -0.44  -1.62  0.62
Br  4.21  -2.85  -1.19  0.55
Br  1.08  -3.39  -1.25  0.58
H  2.56  -2.45  -2.99  -0.04


# C32H50BBrN7Tl

C32H50BBrN7Tl as an isolated structure (ωB97M-V/def2-TZVPD, OMol25).

For the frontier orbital gap, the calculation gives 7.8227 eV. As for the charge: +2. The HOMO energy comes out at -0.5299 hartree. The calculation puts the energy relative to the best compared isomer or geometry (same formula, charge and spin) at 0.00 kJ/mol.

Last column: Löwdin charge in e.
Positions of all 92 atoms, in Å:
Tl  -0.98  -1.10  0.20  1.19
C  -0.50  -2.58  4.86  -0.04
C  -1.19  -1.60  3.91  -0.34
C  -2.05  -2.36  2.90  -0.10
C  -0.19  -0.70  3.25  -0.23
C  1.02  -0.22  3.74  0.08
C  1.56  0.60  2.75  -0.15
C  2.92  1.23  2.83  -0.33
C  2.91  2.76  2.96  -0.03
C  3.83  0.76  1.69  -0.03
N  0.68  0.66  1.73  0.06
N  -0.40  -0.14  2.04  0.00
B  0.74  1.42  0.35  -0.48
N  1.33  0.41  -0.72  0.06
N  1.13  -0.93  -0.46  0.00
C  2.05  -1.63  -1.14  -0.23
C  2.81  -0.74  -1.89  0.06
C  2.34  0.54  -1.60  -0.18
C  2.79  1.78  -2.32  -0.33
C  1.86  1.99  -3.52  -0.04
C  2.92  3.08  -1.53  -0.05
C  2.27  -3.11  -0.99  -0.34
C  1.50  -3.72  0.18  -0.06
C  2.04  -3.87  -2.29  -0.04
N  -0.70  1.85  -0.07  0.07
N  -1.56  0.88  -0.55  0.01
C  -2.73  1.48  -0.85  -0.24
C  -2.60  2.83  -0.61  0.06
C  -1.32  3.04  -0.11  -0.15
C  -0.83  4.42  0.28  -0.33
C  0.31  4.52  1.28  -0.06
C  -0.56  5.25  -0.97  -0.03
C  -3.95  0.82  -1.43  -0.35
C  -4.23  -0.58  -0.88  -0.06
C  -3.86  0.79  -2.96  -0.04
H  -1.24  -3.22  5.35  0.09
H  0.20  -3.22  4.32  0.09
H  0.05  -2.06  5.64  0.09
H  -1.85  -0.97  4.50  0.16
H  -1.42  -3.00  2.28  0.07
H  -2.75  -3.01  3.41  0.11
H  -2.66  -1.68  2.28  0.06
H  1.47  -0.44  4.69  0.13
H  3.33  0.83  3.75  0.14
H  2.63  3.24  2.03  0.05
H  2.24  3.09  3.75  0.09
H  3.92  3.09  3.22  0.10
H  3.55  1.24  0.74  0.05
H  4.86  1.04  1.90  0.10
H  3.79  -0.32  1.55  0.09
H  1.45  2.34  0.46  0.09
H  3.65  -0.97  -2.52  0.14
H  3.78  1.53  -2.70  0.15
H  0.85  2.23  -3.18  0.08
H  2.21  2.83  -4.13  0.09
H  1.81  1.11  -4.15  0.09
H  1.95  3.47  -1.24  0.05
H  3.53  2.97  -0.63  0.08
H  3.40  3.82  -2.17  0.10
H  3.34  -3.20  -0.75  0.15
H  0.44  -3.82  -0.07  0.05
H  1.86  -4.73  0.38  0.10
H  1.60  -3.14  1.09  0.08
H  0.98  -3.88  -2.56  0.06
H  2.60  -3.43  -3.12  0.09
H  2.36  -4.91  -2.18  0.10
H  -3.35  3.59  -0.77  0.14
H  -1.72  4.85  0.76  0.15
H  1.28  4.38  0.80  0.06
H  0.31  5.53  1.70  0.10
H  0.21  3.81  2.10  0.08
H  0.31  4.87  -1.52  0.07
H  -1.41  5.26  -1.65  0.08
H  -0.34  6.28  -0.69  0.09
H  -4.78  1.46  -1.15  0.15
H  -3.61  -1.32  -1.39  0.05
H  -4.08  -0.65  0.20  0.08
H  -5.27  -0.85  -1.08  0.10
H  -3.01  0.19  -3.29  0.08
H  -4.77  0.37  -3.38  0.09
H  -3.74  1.80  -3.36  0.09
Br  -3.67  -6.17  -3.41  0.92
C  -2.93  -4.83  -2.37  -0.66
C  -2.03  -3.92  -2.93  -0.06
C  -1.49  -2.94  -2.13  -0.12
N  -1.82  -2.83  -0.83  -0.08
C  -2.70  -3.69  -0.29  -0.09
C  -3.27  -4.71  -1.03  -0.05
H  -1.74  -3.99  -3.97  0.13
H  -0.78  -2.22  -2.52  0.13
H  -2.95  -3.56  0.75  0.11
H  -3.97  -5.39  -0.57  0.13


# C28H34F3IrN3OS3Sb

C28H34F3IrN3OS3Sb as an isolated structure (ωB97M-V/def2-TZVPD, OMol25).

For the frontier orbital gap, the calculation gives 4.3956 eV. As for the charge: +2. The HOMO energy comes out at -0.4452 hartree. The calculation puts the energy relative to the best compared isomer or geometry (same formula, charge and spin) at 282.08 kJ/mol.

Last column: Löwdin charge in e.
Positions of all 74 atoms, in Å:
Ir  1.05  -0.35  0.17  0.67
S  0.13  0.81  -1.61  0.73
C  -1.56  0.58  -1.36  -0.57
N  -2.42  0.76  -2.32  -0.05
C  -3.84  0.44  -2.10  -0.05
C  -4.23  0.91  -0.73  -0.06
N  -3.33  0.29  0.25  -0.07
C  -3.97  -0.15  1.51  -0.09
C  -4.81  -1.38  1.25  -0.23
C  -4.24  -2.54  0.74  -0.04
C  -5.03  -3.66  0.51  -0.06
C  -6.39  -3.62  0.80  -0.05
C  -6.96  -2.46  1.31  -0.05
C  -6.17  -1.34  1.53  -0.03
C  -2.06  0.12  -0.02  -0.58
S  -0.98  -0.54  1.12  0.76
C  -2.08  1.30  -3.65  -0.08
C  -2.57  2.73  -3.75  -0.23
C  -3.60  3.05  -4.63  -0.04
C  -4.04  4.36  -4.73  -0.05
C  -3.47  5.35  -3.94  -0.05
C  -2.44  5.03  -3.05  -0.05
C  -1.99  3.72  -2.96  -0.04
H  -3.97  -0.64  -2.20  0.16
H  -4.42  0.95  -2.87  0.14
H  -5.25  0.61  -0.49  0.15
H  -4.15  2.00  -0.64  0.16
H  -4.59  0.67  1.85  0.14
H  -3.19  -0.32  2.25  0.09
H  -3.18  -2.58  0.53  0.09
H  -4.59  -4.56  0.12  0.11
H  -7.00  -4.49  0.63  0.12
H  -8.02  -2.43  1.54  0.12
H  -6.62  -0.44  1.94  0.12
H  -2.60  0.67  -4.38  0.14
H  -1.01  1.20  -3.81  0.09
H  -4.04  2.28  -5.25  0.12
H  -4.83  4.61  -5.42  0.12
H  -3.81  6.37  -4.02  0.12
H  -1.99  5.80  -2.45  0.12
H  -1.18  3.48  -2.28  0.10
F  4.56  -0.63  4.09  0.11
C  3.60  -1.47  4.52  -0.60
F  2.73  -0.74  5.23  0.16
F  4.16  -2.36  5.33  0.18
C  2.90  -2.13  3.36  -0.08
C  2.64  -3.49  3.33  0.06
C  1.87  -4.05  2.32  -0.01
C  1.37  -3.22  1.33  -0.09
N  1.66  -1.92  1.33  -0.20
C  2.39  -1.37  2.32  -0.62
S  2.35  0.33  1.97  0.75
H  3.02  -4.12  4.13  0.14
H  1.64  -5.10  2.31  0.13
H  0.74  -3.59  0.53  0.13
C  3.55  1.27  -1.00  -0.12
O  2.94  -0.05  -0.91  -0.35
H  4.51  1.17  -1.50  0.09
H  3.70  1.62  0.02  0.04
H  2.90  1.95  -1.55  0.08
H  2.85  -0.39  -1.81  0.10
C  7.18  0.00  -0.66  -0.34
Sb  6.10  -0.26  1.19  1.24
C  7.67  -1.33  2.18  -0.34
C  6.56  1.68  2.00  -0.33
H  8.24  0.14  -0.46  0.01
H  6.82  0.87  -1.20  -0.01
H  7.05  -0.89  -1.29  0.00
H  8.60  -0.76  2.14  0.01
H  7.82  -2.29  1.69  0.00
H  7.41  -1.50  3.23  0.00
H  7.64  1.80  2.10  0.01
H  6.10  1.79  2.98  0.00
H  6.18  2.46  1.34  0.00


| no. | E_tot (eV) |
| --- | --- |
| 1 | -41752.5921 |
| 2 | -228677.7021 |
| 3 | -119827.0108 |
| 4 | -86126.9857 |